No. 1
DFT (the ωB97M-V functional and the def2-TZVPD basis) results for C21H37MnN6O2S3 as an isolated structure.

XYZ file:
```
70
Properties=species:S:1:pos:R:3:forces:R:3
Mn 0.1078 0.3006 1.4080 0.509 0.363 0.539
C 0.1188 1.8593 4.5413 -0.010 -0.053 0.047
C -0.4652 0.4678 4.7637 -0.050 0.040 0.000
S 0.1010 -0.7988 3.6041 0.046 -0.106 -0.199
C 1.8647 -0.8961 4.0664 0.010 0.035 0.031
C 2.7978 -0.8768 2.8679 -0.004 -0.035 0.004
S 2.4912 0.4620 1.6948 -0.010 -0.053 -0.048
C 2.8097 1.9495 2.6874 -0.059 0.057 0.016
C 1.7099 2.9887 2.5095 0.045 0.013 0.010
S 0.0245 2.3959 2.8077 -0.071 -0.236 -0.261
H 1.1599 1.8987 4.8568 0.012 -0.002 -0.004
H -0.4256 2.5735 5.1588 -0.008 0.011 -0.024
H -1.5487 0.4786 4.6548 0.018 -0.024 -0.012
H -0.2533 0.1262 5.7775 0.021 0.005 -0.002
H 2.0176 -1.8143 4.6327 -0.017 -0.004 -0.005
H 2.0769 -0.0663 4.7393 0.011 -0.005 0.000
H 2.6706 -1.7763 2.2633 0.008 -0.005 0.005
H 3.8370 -0.8547 3.1972 0.002 0.025 -0.002
H 3.7615 2.3754 2.3715 0.000 -0.005 -0.010
H 2.9209 1.6571 3.7306 -0.009 -0.012 0.000
H 1.6779 3.3331 1.4757 -0.012 0.003 0.000
H 1.9060 3.8559 3.1406 -0.006 -0.009 0.014
N -2.6968 1.3943 -1.5220 -0.017 -0.058 0.158
C -2.1721 2.4899 -2.0676 0.026 0.087 -0.009
N -2.8423 3.1565 -3.0195 0.002 -0.041 -0.023
N -0.9786 2.9760 -1.7320 0.025 -0.019 -0.100
C -0.2786 2.2612 -0.9113 0.153 0.072 0.074
N 0.3850 1.6487 -0.1791 -0.202 -0.176 -0.049
H -3.6223 1.1069 -1.7896 -0.002 -0.022 0.015
H -2.2796 0.9902 -0.6483 0.037 -0.092 -0.020
H -3.7824 2.9216 -3.2775 -0.007 0.010 0.011
H -2.4090 3.9686 -3.4214 -0.004 0.006 0.005
C 2.9732 0.2428 -5.1187 0.007 0.003 -0.001
C 1.9729 -0.8981 -5.2140 -0.013 -0.019 -0.010
N 1.2953 -1.1314 -3.9374 0.015 0.039 0.034
C 0.0413 -0.4153 -3.7135 -0.006 0.010 -0.031
C -1.1696 -1.1890 -4.2137 -0.002 -0.004 -0.006
C 1.7953 -2.0876 -3.1211 -0.008 -0.029 0.017
O 2.7653 -2.7750 -3.3928 -0.001 -0.008 -0.015
C 1.1212 -2.3022 -1.7907 0.021 0.011 0.005
C 0.6311 -3.5528 -1.4461 0.016 -0.014 0.001
C 0.0972 -3.7375 -0.1811 0.016 0.003 -0.004
C 0.0695 -2.6687 0.6944 0.024 0.004 0.030
N 0.5566 -1.4639 0.3769 -0.183 0.154 -0.099
C 1.0838 -1.2975 -0.8415 0.024 -0.049 0.035
H 3.4446 0.4186 -6.0856 0.000 -0.001 -0.001
H 3.7534 -0.0013 -4.3978 0.000 -0.002 0.000
H 2.4889 1.1698 -4.8055 -0.002 -0.001 0.001
H 2.4730 -1.8201 -5.5009 0.000 0.000 -0.002
H 1.2061 -0.6849 -5.9612 0.002 0.007 0.003
H 0.1268 0.5382 -4.2383 0.004 0.003 0.006
H -0.0770 -0.1698 -2.6599 -0.022 -0.010 -0.008
H -1.0594 -1.4491 -5.2670 -0.004 -0.002 0.000
H -2.0771 -0.5939 -4.1026 -0.002 0.007 0.006
H -1.2976 -2.1132 -3.6476 0.002 0.001 0.001
H 0.6820 -4.3669 -2.1578 0.005 0.003 -0.003
H -0.2993 -4.6943 0.1274 0.003 -0.002 0.000
H -0.3598 -2.7686 1.6823 -0.017 0.012 -0.017
H 1.4838 -0.3150 -1.0557 -0.015 -0.002 -0.002
C -2.9573 -1.4998 2.0172 -0.016 0.014 0.025
C -2.9625 -0.1101 1.3964 0.038 0.039 -0.066
C -3.4566 0.9497 2.3743 0.000 -0.008 0.023
O -1.7351 0.2708 0.8331 -0.248 0.104 -0.064
H -3.9613 -1.7772 2.3431 -0.001 -0.005 -0.001
H -2.3026 -1.5470 2.8909 -0.025 -0.016 -0.017
H -2.6216 -2.2382 1.2884 -0.005 0.001 0.007
H -3.6999 -0.1464 0.5753 -0.020 -0.036 0.005
H -2.7139 1.1048 3.1598 -0.031 0.006 -0.004
H -4.3987 0.6630 2.8450 -0.015 0.010 -0.011
H -3.5960 1.9041 1.8649 0.021 0.006 0.003
```
Forces are in eV/Å.

Output
**Calculated total energy**: -3646.8517 a.u.
**Total charge**: +1
**Multiplicity**: 2
**Energy above the lowest of the compared OMol25 structures with the same formula, charge and spin**: 0.000 eV
**Expectation value of S²**: 0.83

Mulliken atomic charge list, values in e, 6 entries: atom 1 (Mn): 0.467, atom 2 (C): -0.857, atom 3 (C): -0.910, atom 4 (S): -0.019, atom 5 (C): -0.954, atom 6 (C): -0.817

No. 2
DFT (the ωB97M-V functional and the def2-TZVPD basis) results for an isolated molecule of C23H22N4O5S2 in a non-equilibrium geometry.

XYZ file:
```
56
Properties=species:S:1:pos:R:3:forces:R:3
C 3.5604 2.8539 1.3010 0.118 0.074 0.356
O 2.9179 2.8048 0.0317 0.030 -0.212 -0.381
C 2.6364 1.5445 -0.4313 -0.178 -0.059 -0.027
C 1.3179 1.2840 -0.7686 0.203 0.054 -0.113
C 0.9471 0.0119 -1.1926 0.650 -0.106 0.055
C -0.4531 -0.4209 -1.4499 -0.110 0.019 -0.037
O -0.7300 -1.5936 -1.6401 0.039 -0.052 -0.226
N -1.3924 0.5656 -1.3888 0.273 0.384 -0.064
C -2.7756 0.4222 -1.3493 -0.414 -0.150 -0.100
C -3.4391 -0.6879 -1.8639 0.186 -0.127 -0.125
C -4.8167 -0.7711 -1.7904 -0.047 0.100 0.067
C -5.5589 0.2480 -1.2175 -0.157 -0.029 0.042
C -4.9115 1.3561 -0.7018 -0.041 -0.119 -0.110
C -3.5328 1.4384 -0.7560 0.315 0.489 0.107
S -2.7202 2.8453 -0.0071 -0.298 -0.070 0.128
C -2.6515 2.2275 1.7310 0.025 0.231 -0.455
C -1.7093 1.0787 1.7903 0.540 -0.218 0.218
C -0.3741 1.2336 2.0334 -0.305 0.106 0.067
C 0.5462 0.1368 1.9698 0.171 -0.060 0.142
O 1.7326 0.1467 2.2052 0.127 -0.029 0.053
N -0.1040 -1.0612 1.5600 -0.960 0.268 -0.029
N 0.5661 -2.1909 1.2969 1.379 -0.502 0.075
C -0.1934 -3.1350 0.9157 -1.001 0.296 0.089
C 0.2794 -4.4683 0.5021 0.062 -0.158 -0.110
S -1.9139 -2.7125 0.8808 0.405 -0.112 0.217
C -1.4550 -1.1188 1.3703 -0.099 0.206 0.099
N -2.2667 -0.1216 1.4961 -0.555 -0.272 0.053
C 1.9148 -0.9805 -1.2551 -0.013 0.112 -0.060
C 3.2501 -0.7336 -0.9521 -0.253 0.239 0.018
O 4.0625 -1.8094 -1.0786 -0.162 0.082 -0.189
C 5.3652 -1.7993 -0.5319 0.372 -0.123 0.169
C 3.6303 0.5628 -0.5753 0.213 0.112 -0.103
O 4.9582 0.8780 -0.3503 -0.578 -0.199 0.221
C 5.4919 1.8174 -1.2664 0.162 0.161 -0.282
H 3.4001 3.8657 1.6709 0.024 -0.043 0.026
H 3.1114 2.1270 1.9818 0.015 0.042 -0.027
H 4.6321 2.6572 1.2272 -0.062 0.030 -0.037
H 0.6258 2.1035 -0.6475 -0.070 0.080 0.063
H -1.0840 1.5000 -1.1425 0.027 -0.267 -0.003
H -2.8629 -1.4817 -2.3085 0.006 -0.016 -0.029
H -5.3146 -1.6414 -2.1907 -0.038 -0.079 -0.050
H -6.6348 0.1814 -1.1681 -0.101 -0.013 -0.004
H -5.4696 2.1609 -0.2470 -0.035 0.071 0.036
H -3.6602 1.9273 2.0065 0.063 0.024 0.110
H -2.3117 3.0747 2.3213 -0.025 0.010 0.063
H 0.0407 2.1991 2.2735 0.078 0.093 0.018
H 0.0695 -4.6048 -0.5581 0.028 -0.052 -0.068
H -0.2392 -5.2486 1.0557 0.023 -0.078 0.032
H 1.3503 -4.5367 0.6708 0.035 -0.023 0.013
H 1.6326 -1.9782 -1.5508 -0.017 -0.081 -0.008
H 5.6770 -2.8441 -0.5176 -0.008 0.074 0.016
H 6.0601 -1.2255 -1.1499 -0.060 -0.037 0.072
H 5.3680 -1.3988 0.4829 0.022 -0.047 -0.057
H 6.5111 2.0108 -0.9353 -0.018 0.025 -0.061
H 5.5096 1.4021 -2.2808 0.006 0.006 0.074
H 4.9246 2.7512 -1.2778 0.009 -0.055 0.057
```
Forces are in eV/Å.

Output
**Calculated total energy**: -2281.2511 a.u.
**SMILES**: COc1cc(C(=O)Nc2ccccc2SCc2cc(=O)n3nc(C)sc3n2)cc(OC)c1OC

Mulliken atomic charge list, values in e, 6 entries: atom 1 (C): -0.583, atom 2 (O): -0.555, atom 3 (C): -0.065, atom 4 (C): -0.387, atom 5 (C): 0.713, atom 6 (C): -0.002